# C12H15N3

A molecular structure, C12H15N3 in a non-equilibrium geometry (the ωB97M-V functional and the def2-TZVPD basis, OMol25).

```
30
Properties=species:S:1:pos:R:3:forces:R:3
C 0.142 4.132 -0.122 -0.23 1.19 2.13
C 0.556 4.104 -1.405 -0.35 -1.75 -0.81
C 0.030 2.924 0.677 1.83 0.72 -0.72
C 0.831 2.908 -2.151 -1.14 0.03 0.67
C 0.396 1.801 -0.018 0.32 1.15 -1.08
C 0.732 1.772 -1.468 -0.82 0.50 1.86
C 1.026 -2.259 0.028 -1.65 -2.31 0.99
C 0.730 0.432 -0.039 0.49 -5.64 2.30
C 0.939 0.293 -1.391 -0.11 -0.89 -0.52
C 0.815 -1.346 0.937 0.28 6.40 -4.83
C 1.477 -2.136 -1.420 -0.46 -0.41 0.80
C 1.050 -0.877 -2.156 0.87 0.16 0.42
N 0.822 -0.960 -3.466 -0.53 3.60 2.74
N 0.554 -1.432 2.299 -0.81 1.09 4.05
N -4.760 -2.404 3.870 1.00 -1.10 -3.81
H 0.007 5.181 0.304 -0.11 -1.84 -0.22
H 0.572 4.966 -1.983 0.21 1.77 -0.62
H 0.034 2.943 1.763 -0.76 0.13 -0.16
H 0.786 2.897 -3.198 0.84 0.39 -1.42
H 0.743 -3.292 0.421 1.04 0.82 -0.86
H 2.555 -2.330 -1.207 -0.19 0.72 -1.12
H 1.127 -2.982 -2.012 0.00 -0.18 0.34
H 0.611 -0.122 -3.995 -0.04 -0.10 0.10
H 1.099 -1.704 -3.973 0.94 -3.22 -1.95
H 0.155 -0.561 2.884 0.13 -2.01 -2.32
H 1.428 -1.494 2.847 0.10 -0.72 -0.28
H -0.029 -2.274 2.471 0.15 0.42 0.52
H -5.076 -2.950 3.003 0.81 1.18 1.50
H -3.780 -2.745 4.056 -2.30 0.22 0.87
H -5.572 -2.483 4.445 0.51 -0.32 1.45
```
Positions in Å, forces in eV/Å.

E_LUMO   -8.575 eV
Gap between HOMO and LUMO   5.283 eV
HOMO   -13.859 eV
Total energy   -17134.55501 eV
Charge   +2
Energy above the lowest of the compared OMol25 structures with the same formula, charge and spin   164.3 kcal per mole